5 unconnected molecules or ions with the total composition C34H50NO8. Source: OMol25; level of theory: the ωB97M-V functional and the def2-TZVPD basis.

- HOMO level: -11.070 eV
- Maximum force: 1.9 eV Å⁻¹
- Net charge: +1
- Frontier orbital gap: 0.275 Ha

Last column: Löwdin charge in e.
Geometry (Å):
C: 0.618770 -2.438061 1.622273  -0.06
C: -0.454893 -2.388099 2.532044  -0.07
C: -1.761920 -2.734546 2.131731  -0.05
C: -2.060569 -3.151099 0.813652  -0.22
C: -3.465277 -3.491400 0.324960  -0.14
C: -4.622174 -3.022975 1.238136  -0.16
C: -5.128407 -1.576405 0.897742  -0.09
C: -3.980136 -0.624065 1.184917  -0.14
N: -3.767809 -0.277804 2.447133  0.15
C: -2.715937 0.538463 2.794592  -0.04
C: -1.838732 1.037802 1.869731  0.03
C: -2.036733 0.686739 0.487835  -0.11
C: -1.173069 1.109137 -0.560665  0.01
C: -1.380931 0.727378 -1.878544  -0.01
C: -2.502485 -0.089442 -2.236813  -0.02
C: -3.367708 -0.531021 -1.237164  -0.01
C: -3.139418 -0.166041 0.118419  -0.08
C: -0.974883 -3.211722 -0.087223  -0.05
C: 0.323565 -2.865282 0.309500  -0.07
H: 1.628141 -2.175131 1.925907  0.11
H: -0.221451 -2.044655 3.539179  0.08
H: -2.532407 -2.638235 2.893363  0.09
H: -3.627467 -3.100635 -0.689816  0.10
H: -3.539771 -4.586479 0.231083  0.13
H: -4.374392 -3.056571 2.305538  0.10
H: -5.454534 -3.730090 1.108647  0.12
H: -5.530827 -1.491888 -0.110606  0.11
H: -5.969646 -1.383105 1.583997  0.13
H: -4.377977 -0.652426 3.160033  0.18
H: -2.614728 0.741800 3.857617  0.14
H: -1.010952 1.683572 2.149208  0.14
H: -0.307393 1.733897 -0.309340  0.10
H: -0.691699 1.042094 -2.658710  0.12
H: -2.662342 -0.352853 -3.277857  0.11
H: -4.183349 -1.164096 -1.572467  0.11
H: -1.137279 -3.508268 -1.122721  0.11
H: 1.151745 -2.908058 -0.397144  0.10
O: 1.803723 1.715337 -0.690950  0.07
C: 2.466322 1.477763 -1.671741  -0.52
O: 2.439861 0.245445 -2.189506  0.00
C: 3.060138 -0.101495 -3.440155  -0.22
C: 4.533765 -0.387583 -3.271093  -0.06
C: 3.378396 2.516386 -2.270837  0.02
H: 2.869765 0.666073 -4.191600  0.12
H: 2.551845 -1.002641 -3.780859  0.12
H: 5.076136 0.484947 -2.907658  0.07
H: 4.970745 -0.691654 -4.219332  0.06
H: 4.685691 -1.183689 -2.539622  0.09
H: 4.299170 2.552966 -1.690164  0.10
H: 2.881711 3.483157 -2.212646  0.09
H: 3.619079 2.348124 -3.317521  0.07
O: 1.308099 -3.483996 5.161428  0.11
C: 1.157615 -2.847317 6.167104  -0.52
O: 0.668536 -1.591633 6.081806  -0.02
C: 0.300495 -0.806638 7.222094  -0.24
C: 1.500076 -0.111717 7.831756  -0.06
C: 1.576637 -3.390027 7.509460  0.02
H: -0.245585 -1.411957 7.947532  0.12
H: -0.400277 -0.058998 6.851116  0.12
H: 2.239681 -0.825533 8.193606  0.07
H: 1.193863 0.519290 8.666603  0.09
H: 1.995719 0.510076 7.085539  0.09
H: 2.652517 -3.261455 7.621226  0.10
H: 1.339757 -4.451439 7.537157  0.10
H: 1.068998 -2.932431 8.355192  0.07
O: -4.081887 7.592654 3.646031  0.12
C: -4.034616 6.858169 2.702222  -0.53
O: -4.815602 5.755833 2.687876  0.00
C: -4.960174 4.901104 1.555361  -0.23
C: -3.833234 3.890574 1.478547  -0.07
C: -3.066701 7.096037 1.568980  0.01
H: -5.063086 5.483602 0.638315  0.12
H: -5.905632 4.378975 1.698108  0.12
H: -2.862576 4.374122 1.361388  0.07
H: -3.982778 3.210477 0.637212  0.08
H: -3.787731 3.306649 2.398766  0.07
H: -2.081961 6.735333 1.864294  0.10
H: -3.013441 8.166832 1.385518  0.09
H: -3.354852 6.630336 0.628961  0.07
O: 5.441569 0.789585 -6.144471  0.09
C: 5.499367 0.072677 -7.107774  -0.53
O: 4.715394 -1.018850 -7.155418  -0.01
C: 4.581884 -1.851524 -8.314241  -0.23
C: 5.702080 -2.867043 -8.403048  -0.06
C: 6.485203 0.329574 -8.218252  0.02
H: 4.494122 -1.245052 -9.216938  0.12
H: 3.631661 -2.370067 -8.195295  0.12
H: 6.676440 -2.387650 -8.497420  0.07
H: 5.556881 -3.522746 -9.261911  0.08
H: 5.732579 -3.475486 -7.498568  0.08
H: 7.462657 -0.043833 -7.915256  0.10
H: 6.547804 1.403995 -8.377526  0.09
H: 6.209228 -0.114067 -9.171560  0.07

Cartesian forces (eV/Å) of the 3 atoms listed first:
C -1.53 -0.49 -0.42
C 0.47 0.08 -0.72
C 0.52 0.08 -0.27